Formula: C35H44N2NiO8SSi
Source: the OMol25 dataset
Level of theory: the ωB97M-V functional and the def2-TZVPD basis

Atoms and positions in Å:
Ni  -1.1327  -1.1786  -0.3190
C  -3.5348  -2.1802  3.1542
C  -4.2144  -0.9937  3.3735
C  -3.9528  0.0940  2.5622
C  -3.0064  -0.0134  1.5448
N  -2.3093  -1.1507  1.3929
C  -2.5892  -2.2077  2.1472
C  -2.7333  1.0521  0.5457
C  -3.3471  2.3058  0.6169
C  -3.1017  3.2601  -0.3597
C  -2.2231  2.9599  -1.4002
C  -1.5965  1.7181  -1.4395
C  -1.8357  0.7250  -0.4850
H  -3.7421  -3.0712  3.7319
H  -4.9544  -0.9174  4.1618
H  -4.5032  1.0151  2.6941
H  -2.0167  -3.1027  1.9336
H  -4.0175  2.5599  1.4342
H  -3.5852  4.2289  -0.3073
H  -2.0365  3.6963  -2.1798
H  -0.8849  1.5227  -2.2448
O  -0.2758  -2.6666  -1.4105
N  0.8932  -3.2658  -1.3061
C  1.7794  -3.0440  -2.2976
C  2.9821  -3.6889  -2.3811
C  3.3006  -4.6119  -1.3830
C  2.4006  -4.8378  -0.3725
C  1.1403  -4.1906  -0.2993
S  -0.0239  -4.5654  0.8691
H  1.4503  -2.3156  -3.0228
H  3.6517  -3.4673  -3.2010
H  4.2454  -5.1394  -1.4047
H  2.6124  -5.5432  0.4179
O  -6.9155  -2.4065  -1.9760
C  -6.2354  -1.4796  -2.7180
C  -6.8643  -0.8704  -3.8039
C  -6.1886  0.0516  -4.5926
C  -4.8660  0.3553  -4.3050
C  -4.2458  -0.2683  -3.2272
C  -4.9082  -1.1794  -2.4105
C  -4.1486  -1.7238  -1.1878
O  -4.8096  -1.9672  -0.1688
O  -2.8999  -1.7964  -1.3735
H  -7.8175  -2.4208  -2.2912
H  -7.8960  -1.1254  -4.0313
H  -6.6973  0.5213  -5.4268
H  -4.3228  1.0707  -4.9141
H  -3.2139  -0.0530  -2.9709
C  1.0079  1.9538  4.2399
C  1.3053  2.3212  2.7893
C  2.2615  3.5152  2.7359
C  0.0087  2.6719  2.0735
O  1.9651  1.2052  2.2115
Si  1.9335  0.5032  0.6937
O  0.7531  -0.4536  0.3491
O  3.4800  -0.1607  0.6101
C  4.2557  -0.8491  1.5982
C  5.0180  0.1570  2.4731
C  3.3947  -1.7685  2.4731
C  5.2809  -1.6710  0.8273
O  2.0560  1.8444  -0.3061
C  2.5447  1.9483  -1.6350
C  4.0501  2.2305  -1.5942
C  2.2658  0.6733  -2.4338
C  1.8126  3.1246  -2.2685
H  0.4966  2.7730  4.7582
H  1.9402  1.7231  4.7666
H  0.3697  1.0644  4.2576
H  1.7822  4.4134  3.1409
H  2.5385  3.6941  1.6925
H  3.1715  3.3070  3.3119
H  -0.5146  3.4769  2.5975
H  -0.6379  1.7941  2.0223
H  0.2172  2.9862  1.0464
H  4.3063  0.7994  2.9910
H  5.6641  0.7840  1.8450
H  5.6388  -0.3707  3.2072
H  2.7064  -1.1713  3.0826
H  4.0275  -2.3701  3.1355
H  2.7868  -2.4367  1.8549
H  5.9145  -1.0071  0.2257
H  4.7695  -2.3635  0.1610
H  5.9150  -2.2373  1.5203
H  4.5458  1.4035  -1.0774
H  4.2346  3.1533  -1.0316
H  4.4655  2.3359  -2.6039
H  2.8128  -0.1700  -1.9973
H  2.5695  0.7946  -3.4795
H  1.1955  0.4352  -2.3845
H  1.9484  4.0179  -1.6484
H  0.7412  2.9048  -2.3232
H  2.1916  3.3264  -3.2773

Force components x, y, z for each atom (eV/Å):
Ni 0.23 0.48 -0.05
C -0.09 0.04 0.05
C 0.04 0.06 -0.03
C -0.05 0.01 0.06
C -0.02 -0.04 -0.06
N -0.05 0.07 0.04
C 0.19 -0.04 0.05
C 0.03 0.09 -0.07
C -0.02 0.03 0.04
C 0.09 -0.09 -0.02
C -0.02 -0.05 0.04
C -0.01 0.13 0.00
C 0.08 -0.22 -0.02
H 0.04 0.02 0.00
H -0.04 -0.01 -0.01
H 0.00 -0.02 -0.01
H 0.02 0.04 -0.07
H 0.02 -0.03 -0.06
H -0.01 0.01 -0.01
H 0.03 -0.02 0.07
H -0.19 -0.01 0.08
O 0.11 -0.21 0.02
N -0.15 -0.09 0.11
C 0.02 0.19 -0.02
C 0.09 0.00 -0.05
C -0.10 -0.01 0.18
C 0.15 0.09 -0.07
C -0.25 0.11 -0.12
S 0.17 0.08 -0.03
H -0.10 0.03 0.06
H -0.02 0.02 0.02
H 0.04 -0.04 0.03
H -0.02 -0.02 0.00
O 0.25 0.03 0.13
C -0.03 0.00 -0.10
C 0.05 0.05 -0.02
C 0.04 -0.07 0.09
C 0.00 -0.01 0.01
C 0.00 0.06 -0.05
C 0.10 0.05 0.03
C 0.08 0.06 0.15
O 0.19 0.04 -0.18
O -0.14 -0.19 0.03
H -0.31 -0.04 -0.13
H -0.03 -0.02 0.00
H -0.01 0.00 -0.01
H -0.02 -0.04 0.07
H -0.08 -0.03 -0.03
C -0.02 -0.17 0.05
C 0.12 0.04 -0.02
C 0.10 -0.01 -0.09
C 0.02 -0.18 -0.25
O -0.16 -0.03 0.11
Si 0.10 0.20 -0.02
O 0.01 -0.32 0.12
O 0.08 -0.20 0.42
C -0.09 0.11 -0.17
C -0.19 0.10 -0.12
C -0.21 0.19 -0.11
C 0.07 -0.06 -0.08
O 0.23 0.03 -0.16
C -0.08 -0.08 0.04
C 0.01 -0.09 0.18
C -0.13 -0.13 0.18
C -0.16 0.11 -0.02
H 0.06 -0.07 -0.04
H -0.08 0.00 -0.03
H 0.05 0.11 0.05
H 0.05 -0.04 -0.01
H -0.01 0.01 0.10
H -0.11 0.01 -0.08
H 0.01 -0.03 -0.02
H 0.00 0.06 0.02
H -0.09 -0.03 0.08
H 0.02 0.02 0.03
H -0.10 -0.09 0.09
H -0.06 0.05 -0.07
H 0.11 -0.09 -0.08
H -0.04 0.07 -0.05
H 0.09 0.05 0.01
H -0.10 -0.10 0.07
H -0.02 -0.09 -0.06
H -0.04 0.05 -0.11
H 0.01 0.10 -0.07
H 0.00 -0.10 -0.07
H -0.07 -0.01 0.09
H -0.06 0.07 -0.07
H -0.02 0.01 0.06
H 0.20 0.01 -0.03
H -0.01 -0.08 -0.08
H 0.19 0.10 0.01
H -0.03 -0.01 0.08

Computed properties:
HOMO-LUMO gap (alpha / beta) = 6.3 / 6.4 eV
2S+1 = 3
HOMO level (alpha / beta) = -1.86 / -1.95 eV
Expectation value of S² = 2.005
Charge = -2

***

Formula: C35H45AsKN8S3
Source: the OMol25 dataset
Level of theory: the ωB97M-V functional and the def2-TZVPD basis

Atoms and positions in Å:
K  -0.2221  0.9595  0.4032
C  -1.1305  4.3639  4.6523
S  0.6023  4.0185  4.3285
C  0.5125  2.3837  3.6105
S  -0.8970  1.4188  3.7173
N  1.6764  2.0987  3.1042
N  1.7189  0.9021  2.4381
C  2.7402  0.1741  2.6417
C  2.8819  -1.0836  1.8814
C  3.9583  -1.9280  2.1477
C  4.0739  -3.1151  1.4468
C  3.1140  -3.4196  0.4965
C  2.0871  -2.5079  0.2854
N  1.9628  -1.3671  0.9492
H  -1.1532  5.2106  5.3350
H  -1.6692  4.6143  3.7403
H  -1.6007  3.4968  5.1136
H  3.5058  0.4452  3.3740
H  4.6826  -1.6466  2.8999
H  4.9002  -3.7883  1.6407
H  3.1518  -4.3358  -0.0774
H  1.3314  -2.6995  -0.4683
N  -1.8036  -1.0419  -4.0663
N  -2.8023  -0.9801  -3.0364
H  -1.1405  -1.7636  -3.7958
H  -1.2782  -0.1635  -4.0992
H  -3.6492  -0.5988  -3.4505
H  -2.5101  -0.3203  -2.3170
C  -2.9965  8.4317  0.5924
C  -2.5214  7.1715  -0.0745
C  -1.6128  6.3280  0.5420
C  -1.1873  5.1466  -0.0594
C  -0.2254  4.2952  0.7353
C  -1.6712  4.7799  -1.3296
As  -0.8684  3.1049  -2.0731
N  -1.8949  1.7644  -1.4720
C  -3.1813  1.8549  -0.9846
C  -3.4675  1.1888  0.2298
C  -4.7204  1.2174  0.8058
C  -5.7654  1.9061  0.1988
C  -5.5135  2.5653  -0.9942
C  -4.2566  2.5416  -1.5772
C  -0.8685  3.5674  -4.0153
C  -1.6263  2.9813  -5.0350
C  -2.6982  1.9564  -4.7808
C  -1.4152  3.3659  -6.3601
C  -0.4667  4.3107  -6.7029
C  -0.2465  4.7186  -8.1334
C  0.2904  4.8694  -5.6811
C  0.1143  4.5090  -4.3543
C  0.9804  5.1612  -3.3125
C  -2.5985  5.6246  -1.9528
C  -3.2162  5.3659  -3.3018
C  -2.9993  6.7969  -1.3193
H  -2.3987  8.6566  1.4750
H  -4.0371  8.3394  0.9108
H  -2.9374  9.2863  -0.0843
H  -1.2188  6.5869  1.5185
H  0.2127  4.8583  1.5629
H  0.5853  3.9103  0.1178
H  -0.7575  3.4500  1.1828
H  -2.6715  0.6509  0.7362
H  -4.8778  0.7100  1.7503
H  -6.7453  1.9389  0.6550
H  -6.3095  3.1153  -1.4849
H  -4.0944  3.0706  -2.5051
H  -2.7649  1.6857  -3.7322
H  -2.5096  1.0440  -5.3506
H  -3.6733  2.3355  -5.1003
H  -2.0143  2.9054  -7.1386
H  -0.9483  4.2142  -8.7953
H  0.7626  4.4714  -8.4664
H  -0.3764  5.7945  -8.2622
H  1.0472  5.6080  -5.9254
H  1.7166  5.8056  -3.7927
H  1.5073  4.4176  -2.7089
H  0.3944  5.7687  -2.6187
H  -3.2764  4.3119  -3.5461
H  -2.6368  5.8413  -4.0972
H  -4.2259  5.7768  -3.3213
H  -3.7253  7.4312  -1.8199
S  1.3161  -2.4386  -2.9142
C  1.6072  -4.0530  -2.7186
N  2.6625  -4.7581  -3.2094
C  2.7206  -6.0932  -2.6464
C  1.2675  -6.2906  -2.1760
N  0.8342  -4.9171  -2.0070
H  3.4802  -4.2443  -3.4946
H  3.4229  -6.1490  -1.8086
H  3.0113  -6.8274  -3.3985
H  1.2117  -6.8405  -1.2358
H  0.6678  -6.8133  -2.9279
H  -0.1235  -4.6588  -1.8241

Force components x, y, z for each atom (eV/Å):
K 0.49 -0.29 0.37
C -0.03 0.06 0.11
S -0.17 -0.01 0.09
C -0.23 0.00 0.08
S 0.25 0.08 -0.30
N 0.14 -0.30 -0.05
N 0.09 0.19 0.08
C -0.10 -0.08 -0.17
C 0.09 0.24 0.10
C -0.06 -0.03 -0.01
C 0.01 0.00 -0.02
C 0.04 0.01 0.04
C -0.13 -0.10 0.09
N 0.03 -0.01 0.01
H -0.01 0.09 0.04
H 0.00 -0.02 -0.05
H 0.04 0.07 -0.01
H -0.06 -0.03 -0.08
H 0.02 0.00 0.03
H 0.00 -0.01 0.00
H 0.00 -0.02 -0.01
H 0.08 0.01 0.22
N 0.20 0.07 0.01
N -0.06 -0.02 0.02
H -0.14 0.16 -0.03
H -0.10 -0.26 0.06
H 0.18 -0.09 0.06
H -0.05 0.07 -0.02
C -0.01 0.06 0.01
C 0.01 -0.05 -0.03
C -0.01 -0.02 -0.07
C 0.06 -0.02 0.10
C -0.06 0.08 0.02
C 0.16 -0.17 0.08
As 0.25 0.27 0.14
N -0.32 -0.24 -0.16
C 0.21 0.17 -0.01
C -0.06 -0.10 -0.08
C -0.05 -0.03 0.04
C -0.02 0.01 0.05
C -0.05 0.03 -0.04
C 0.02 0.06 -0.02
C -0.53 -0.32 -0.01
C 0.14 0.03 -0.05
C -0.10 0.01 -0.02
C 0.06 -0.03 0.09
C 0.00 0.01 -0.02
C 0.00 0.02 -0.02
C 0.06 0.06 -0.07
C 0.00 0.07 -0.05
C 0.13 0.12 0.04
C -0.06 0.01 -0.06
C 0.04 0.01 -0.10
C -0.07 0.07 0.04
H 0.01 0.01 0.02
H -0.01 -0.01 0.00
H 0.00 0.00 -0.01
H 0.01 0.01 0.04
H -0.07 -0.07 -0.10
H 0.04 -0.02 -0.01
H -0.02 0.02 0.05
H -0.22 0.01 0.00
H -0.01 -0.01 0.01
H -0.04 -0.01 0.01
H -0.01 0.00 0.00
H -0.04 -0.10 0.09
H 0.02 -0.01 0.09
H -0.02 0.06 -0.03
H -0.01 0.04 0.02
H -0.04 -0.03 -0.04
H -0.04 -0.02 -0.04
H 0.04 -0.01 0.00
H 0.00 0.03 0.00
H 0.03 0.03 -0.01
H 0.03 0.03 0.02
H -0.01 0.03 -0.04
H 0.01 0.00 -0.02
H 0.06 0.09 -0.02
H 0.01 0.00 -0.03
H -0.04 0.04 -0.04
H -0.01 0.02 0.00
S 0.07 -0.04 -0.42
C -0.15 0.14 -0.02
N -0.01 0.16 -0.01
C -0.04 -0.20 -0.04
C 0.08 -0.16 0.08
N -0.03 0.18 -0.04
H -0.06 -0.04 0.01
H -0.03 0.00 0.02
H 0.00 0.00 0.08
H 0.00 -0.02 -0.07
H 0.05 0.03 -0.01
H 0.10 -0.03 0.00

Computed properties:
HOMO-LUMO gap = 5.8 eV
2S+1 = 1
HOMO level = -4.03 eV
Charge = -1

***

Formula: C35H45BCoN12OS2Te
Source: the OMol25 dataset
Level of theory: the ωB97M-V functional and the def2-TZVPD basis

Atoms and positions in Å:
Co  -0.3413  -0.5105  -0.4070
C  0.1457  -2.9475  -2.8490
C  0.8975  -3.0015  -1.5576
C  1.8996  -3.9249  -1.2462
C  2.2052  -3.6895  0.0728
N  1.4227  -2.6980  0.5204
N  0.6255  -2.2515  -0.4809
B  1.4045  -2.0655  1.9366
N  -0.0412  -1.6423  2.2718
C  -0.6831  -2.0276  3.3882
C  -1.8767  -1.3577  3.4535
C  -1.9078  -0.5475  2.3159
C  -2.9665  0.4827  2.0716
N  -0.7942  -0.7267  1.5939
N  2.4884  -0.9312  1.9437
C  3.7903  -1.2577  2.0040
C  4.5363  -0.1730  1.6181
C  3.5870  0.8121  1.3266
C  3.8912  2.1926  0.8366
N  2.3454  0.3550  1.5251
N  1.8248  -3.1087  2.9601
C  1.4890  -4.4248  3.0030
C  1.8006  -4.8979  4.2477
C  2.3199  -3.7758  4.9375
C  2.7976  -3.6993  6.3531
N  2.3188  -2.7040  4.1648
H  0.8237  -3.1210  -3.6842
H  -0.6078  -3.7375  -2.8614
H  -0.3764  -2.0073  -2.9945
H  2.3352  -4.6568  -1.9048
H  2.9170  -4.1673  0.7243
H  -0.2498  -2.7388  4.0708
H  -2.6307  -1.4278  4.2191
H  -3.2400  0.9180  3.0330
H  -2.6461  1.2824  1.4130
H  -3.8696  0.0482  1.6407
H  4.1049  -2.2381  2.3195
H  5.6093  -0.0901  1.5697
H  4.8776  2.4986  1.1835
H  3.9056  2.2341  -0.2558
H  3.1733  2.9251  1.1881
H  1.0479  -4.9205  2.1538
H  1.6827  -5.9035  4.6158
H  3.2651  -4.6341  6.6599
H  3.5178  -2.8909  6.4642
H  1.9661  -3.5049  7.0326
S  -2.2961  -1.5010  -1.2786
C  -3.1614  -0.0293  -1.0878
N  -4.5140  0.0812  -1.1440
N  -5.1423  -1.0387  -1.2993
C  -6.5445  -1.1279  -1.1995
C  -7.3241  0.0034  -0.9940
C  -8.6946  -0.1452  -0.8636
C  -9.2822  -1.4027  -0.9376
C  -8.4906  -2.5229  -1.1540
C  -7.1192  -2.3900  -1.2890
N  -2.6008  1.1715  -0.8998
N  -1.3213  1.1765  -0.6076
C  -0.7879  2.4309  -0.5891
C  0.5712  2.6285  -0.0682
C  1.1359  3.9640  -0.2632
C  0.3864  5.0002  -0.6875
C  -0.9871  4.8052  -1.0505
C  -1.5377  3.5645  -1.0216
H  -4.5878  -1.8992  -1.3517
H  -6.8524  0.9741  -0.9398
H  -9.3106  0.7293  -0.7009
H  -10.3525  -1.5093  -0.8253
H  -8.9413  -3.5042  -1.2165
H  -6.4930  -3.2584  -1.4595
H  1.2470  1.7995  -0.2679
H  2.1845  4.1144  -0.0521
H  0.8348  5.9790  -0.8015
H  -1.5712  5.6466  -1.3983
H  -2.5502  3.3993  -1.3554
O  0.8869  0.2092  -1.8738
S  1.5455  0.0329  -3.2328
C  3.1353  0.8927  -3.0609
C  3.1470  2.0330  -4.0758
C  1.7191  2.5744  -4.0947
C  0.8360  1.3435  -4.2647
H  3.9448  0.1739  -3.1682
H  3.1045  1.2566  -2.0327
H  3.4118  1.6535  -5.0649
H  3.8829  2.7897  -3.8061
H  1.5594  3.2920  -4.8990
H  1.4846  3.0736  -3.1507
H  0.8383  0.9735  -5.2917
H  -0.1939  1.4560  -3.9261
C  1.8858  2.8021  3.5357
Te  0.3378  2.1851  2.2288
C  -0.6637  4.0284  2.5678
H  1.3758  3.2895  4.3643
H  2.5828  3.4917  3.0693
H  2.3981  1.9026  3.8675
H  0.0231  4.8574  2.4101
H  -1.0183  4.0266  3.5968
H  -1.5105  4.1152  1.8896

Force components x, y, z for each atom (eV/Å):
Co 0.09 -0.47 0.07
C 0.06 0.02 0.01
C -0.18 -0.05 -0.02
C 0.08 0.06 -0.05
C 0.03 0.02 0.02
N -0.12 0.01 0.01
N 0.13 0.05 0.04
B 0.15 0.18 -0.15
N 0.17 0.24 0.10
C 0.01 0.02 0.01
C -0.06 0.01 0.00
C -0.01 0.25 0.15
C -0.01 -0.14 -0.07
N 0.07 -0.38 -0.17
N -0.21 -0.21 0.18
C 0.07 -0.05 -0.02
C 0.00 0.08 -0.01
C 0.03 0.08 0.00
C 0.04 -0.11 -0.01
N 0.10 -0.20 -0.26
N 0.03 0.01 -0.05
C -0.01 0.06 -0.02
C 0.00 0.00 0.08
C -0.02 0.02 0.10
C -0.01 0.00 -0.06
N -0.04 -0.14 -0.11
H -0.01 0.00 0.01
H 0.00 0.01 -0.01
H 0.04 0.01 -0.01
H -0.04 -0.02 0.03
H -0.01 0.01 0.00
H 0.03 0.04 -0.02
H 0.03 0.02 0.00
H -0.04 -0.01 0.00
H 0.01 0.01 0.04
H 0.02 -0.02 -0.02
H -0.04 0.04 0.02
H -0.03 0.00 0.01
H -0.01 0.01 -0.01
H -0.01 0.02 0.02
H -0.01 -0.01 0.02
H -0.01 0.00 0.02
H 0.01 0.02 -0.01
H 0.01 0.01 -0.01
H 0.00 0.00 0.00
H 0.00 -0.02 0.00
S -0.20 0.12 0.19
C -0.23 0.14 -0.27
N 0.24 -0.13 -0.05
N -0.17 -0.02 0.16
C 0.23 0.00 -0.05
C -0.03 0.08 -0.01
C 0.00 -0.01 -0.02
C 0.03 0.01 0.01
C 0.00 0.00 -0.01
C -0.01 -0.06 -0.01
N 0.05 -0.23 0.08
N -0.09 0.43 -0.31
C 0.15 0.08 0.22
C 0.01 0.06 -0.55
C 0.01 -0.19 0.07
C -0.20 0.06 -0.07
C 0.20 0.11 0.02
C -0.02 -0.13 0.12
H -0.04 0.03 -0.03
H -0.01 -0.01 0.02
H 0.01 0.00 0.00
H 0.00 0.01 -0.01
H 0.00 0.01 0.00
H -0.02 0.00 0.02
H 0.00 -0.01 0.17
H 0.00 0.00 0.01
H -0.01 0.00 0.00
H 0.01 0.00 0.01
H -0.01 0.02 0.02
O 0.17 0.17 -0.14
S -0.21 -0.15 0.27
C 0.07 0.04 -0.08
C -0.07 0.00 0.05
C -0.01 -0.01 -0.02
C -0.02 0.07 -0.02
H 0.00 0.00 0.01
H 0.03 -0.02 0.00
H 0.03 0.01 0.00
H 0.01 -0.01 0.02
H -0.02 -0.02 0.00
H 0.02 -0.01 0.01
H 0.02 0.01 0.00
H -0.01 -0.01 -0.04
C 0.14 -0.09 0.00
Te -0.31 0.10 0.48
C -0.10 0.02 -0.10
H 0.03 -0.01 0.01
H -0.05 0.04 0.01
H 0.04 0.04 -0.02
H 0.00 0.00 -0.02
H 0.00 0.01 0.00
H 0.01 -0.01 0.01

Computed properties:
HOMO-LUMO gap (alpha / beta) = 5.9 / 5.7 eV
2S+1 = 3
HOMO level (alpha / beta) = -9.23 / -9.79 eV
Expectation value of S² = 2.340
Charge = +1